Computed, not measured: C34H39CrN2O4 as an isolated structure, with the ωB97M-V functional and the def2-TZVPD basis.

```
80
C34H39CrN2O4 the ωB97M-V functional and the def2-TZVPD basis
O -2.17553 -4.35234 -5.27595
C -2.76095 -5.59543 -4.76436
C -2.83985 -6.24999 -6.14430
H -3.73775 -5.40369 -4.30348
H -2.07913 -6.09048 -4.06304
C -2.26168 -4.88753 -6.62950
H -3.85621 -6.45207 -6.48979
H -2.15838 -7.09489 -6.27260
C -3.23861 -4.09931 -7.47946
H -4.22738 -4.05961 -7.00184
H -3.34271 -4.57576 -8.46351
H -2.87213 -3.07644 -7.62473
C -0.90838 -5.00513 -7.30208
H -0.20519 -5.57614 -6.68117
H -0.49463 -4.00751 -7.49120
H -1.02068 -5.52074 -8.26567
Cr 1.19758 1.08668 -0.09634
C 3.26090 0.75507 0.41502
C 2.68406 0.07989 1.55533
C 1.97470 -1.06336 1.08903
H 2.90361 0.31030 2.59966
C 2.10463 -1.13124 -0.32825
C 2.91351 -0.02438 -0.76555
H 3.29011 0.12202 -1.78058
H 3.93291 1.61519 0.46072
H 1.49536 -1.82002 1.71186
H 1.83765 -1.99570 -0.93428
C 0.99594 3.25654 -0.52540
C 1.68546 2.57401 -1.58411
C 0.76453 1.62161 -2.16306
H 2.69781 2.80226 -1.91851
C -0.48162 1.71969 -1.45347
C -0.34747 2.74494 -0.46277
H -1.16287 3.14916 0.13056
H 1.39086 4.09682 0.04233
H 0.93857 1.00862 -3.04394
H -1.40405 1.19463 -1.68554
O -0.56589 -1.18791 -1.50309
C -0.38196 -1.70762 -2.82355
C -0.92136 -3.12714 -2.83845
H 0.68513 -1.64912 -3.07338
H -0.93223 -1.06378 -3.52798
C -1.92988 -3.15364 -1.67697
H -0.10733 -3.83451 -2.62951
H -1.35788 -3.38140 -3.80286
C -1.35451 -2.10712 -0.72465
H -2.02411 -4.13592 -1.21510
H -2.91443 -2.83631 -2.04377
H -0.68518 -2.58090 0.01138
H -2.10215 -1.52077 -0.17821
O -1.19797 0.07400 1.99238
C -0.48259 0.95702 2.46247
N -0.53481 1.49633 3.73828
C 0.41733 2.55753 3.95049
C 1.13039 2.55953 2.60472
O 2.09475 3.27611 2.30771
N 0.55965 1.61950 1.81502
C -0.28603 3.88662 4.24516
C -0.47475 4.83475 3.24376
C -1.00850 6.08885 3.56769
C -1.40307 6.36269 4.87848
C -1.30560 5.37201 5.86080
C -0.74360 4.13225 5.54776
C 1.46752 2.20872 4.99329
C 2.30279 3.21934 5.48231
C 3.40787 2.88031 6.26321
C 3.67029 1.53907 6.55751
C 2.79541 0.54255 6.11730
C 1.68510 0.87406 5.33316
H -1.27631 1.22021 4.37052
H -0.17190 4.61805 2.21603
H -1.10161 6.83720 2.78198
H -1.80218 7.34488 5.13148
H -1.65612 5.55843 6.87640
H -0.63721 3.36133 6.31499
H 2.08893 4.26063 5.23275
H 4.05990 3.67174 6.62959
H 4.55475 1.27295 7.13573
H 2.96335 -0.50408 6.36971
H 0.98305 0.10787 4.99540
```

Computed properties:
2S+1   5
Highest occupied orbital energy (alpha / beta)   -1.636 / -3.986 eV
Energy relative to the best compared isomer or geometry (same formula, charge and spin)   0.061 eV
Charge   -1
LUMO level (alpha / beta)   2.0820 / 2.0816 eV
Kohn-Sham gap (alpha / beta)   3.72 / 6.07 eV

Computed, not measured: C34H39N2O6PRuS2Se2 as an isolated structure, with the ωB97M-V functional and the def2-TZVPD basis.

```
87
C34H39N2O6PRuS2Se2 the ωB97M-V functional and the def2-TZVPD basis
Ru -1.33832 0.57471 0.97719
O -0.09094 0.18996 2.67764
C -0.43959 0.32328 4.06164
C -1.87964 -0.11673 4.31754
C -1.96856 -0.46081 5.81562
O -1.58637 0.59187 6.69623
C -2.18063 -1.42783 3.57114
Se -2.74510 -1.27904 1.69063
C -2.89762 0.98698 4.01758
Se -2.51789 2.13073 2.46890
H 0.82870 0.43710 2.53590
H -0.30113 1.36197 4.37632
H 0.24401 -0.33152 4.61788
H -1.37417 -1.36144 6.01840
H -3.00742 -0.68688 6.05757
H -0.63746 0.72906 6.62754
H -2.99989 -1.93910 4.08287
H -1.30468 -2.07770 3.64077
H -2.95252 1.65514 4.87736
H -3.87453 0.52479 3.87251
C 1.58448 4.66633 1.42085
C 0.07222 4.61576 1.55373
S -0.75819 3.58611 0.32268
O 0.05064 2.30051 0.27933
C -0.30545 4.49577 -1.20003
C 0.91900 3.94442 -1.90775
H 2.02840 5.03825 2.34420
H 1.89935 5.32443 0.61024
H 1.97797 3.66610 1.23319
H -0.39797 5.59948 1.48178
H -0.24980 4.16319 2.49296
H -0.18864 5.54550 -0.92532
H -1.18674 4.42001 -1.83824
H 1.79834 3.97966 -1.26961
H 1.12004 4.52814 -2.80742
H 0.76244 2.90634 -2.19770
O 0.03788 -1.19143 -3.72342
S -1.31561 -1.34694 -3.27546
O -1.91260 -2.64286 -3.31113
N -1.43543 -0.64908 -1.72655
C -2.28177 0.42522 -1.70176
O -2.47432 1.10810 -0.70199
C -2.89413 0.66407 -3.00935
C -3.83576 1.62936 -3.32300
C -4.27030 1.71126 -4.63739
C -3.78530 0.84323 -5.61334
C -2.85119 -0.13398 -5.29709
C -2.41780 -0.18499 -3.98817
H -4.21360 2.28574 -2.55042
H -5.00375 2.45755 -4.91231
H -4.14438 0.92815 -6.63023
H -2.48103 -0.82451 -6.04278
N -0.53147 -0.81006 -0.65203
P 0.92015 -1.48558 -0.81180
C 2.11670 -0.64586 -1.88154
C 2.71777 -1.23999 -2.98854
C 3.63254 -0.52859 -3.74755
C 3.94804 0.78054 -3.41229
C 3.31975 1.39097 -2.33664
C 2.39290 0.68836 -1.57892
C 1.62549 -1.56402 0.84736
C 2.82112 -0.94612 1.19972
C 3.36930 -1.16288 2.46046
C 2.74744 -2.02787 3.34756
C 1.56074 -2.65732 2.99017
C 0.98792 -2.41455 1.75438
C 0.86619 -3.24407 -1.23366
C 2.03843 -3.96172 -1.48124
C 1.98752 -5.33367 -1.65709
C 0.77061 -6.00019 -1.56673
C -0.38541 -5.29781 -1.26857
C -0.33771 -3.92213 -1.08633
H 2.44766 -2.24480 -3.28053
H 4.09322 -0.99539 -4.60860
H 4.66970 1.33164 -4.00164
H 3.54613 2.42040 -2.09201
H 1.86796 1.18094 -0.76597
H 3.33849 -0.30772 0.49735
H 4.29584 -0.67394 2.73298
H 3.18907 -2.21585 4.31838
H 1.06930 -3.32541 3.68573
H 0.02933 -2.85229 1.49832
H 2.99452 -3.45414 -1.51480
H 2.89725 -5.88538 -1.85498
H 0.73186 -7.07308 -1.70639
H -1.32957 -5.81565 -1.16484
H -1.23204 -3.39019 -0.78943
```

Computed properties:
Highest occupied orbital energy   -5.577 eV
Energy relative to the best compared isomer or geometry (same formula, charge and spin)   0.010 eV
LUMO level   -0.2951 eV
Kohn-Sham gap   5.28 eV

Q: Among the records above, which one has the lowest energy relative to the best compared isomer or geometry (same formula, charge and spin)?
A: C34H39N2O6PRuS2Se2